Entry 1:
{"formula": "C6H7NO", "method": "wB97M-V/def2-TZVPD", "symbols": ["C", "H", "C", "C", "H", "O", "N", "H", "C", "C", "H", "H", "H", "H", "C"], "coordinates": [[1.05, -0.89, -0.08], [-3.16, 0.55, 0.97], [2.90, -1.28, -1.70], [0.03, 0.01, 0.78], [-1.56, 1.67, 1.67], [-1.28, -0.76, 1.12], [3.60, -1.68, -2.48], [0.38, 0.83, 1.38], [-2.14, 1.16, 0.76], [2.17, -0.42, -0.94], [-1.33, -0.07, -1.17], [0.75, -2.32, 0.19], [2.30, 0.92, -0.85], [-2.36, 2.15, 0.23], [-1.33, 0.12, 0.14]], "mulliken_charge": [-0.2941, 0.2069, 0.2505, -0.2116, 0.2389, -0.3926, -0.3581, 0.4122, -1.0317, -0.3182, 0.2495, 0.2338, 0.2256, 0.3271, 0.4618], "homo_ev": -9.740, "orbital_gap_ev": 9.50, "lumo_energy_ha": -0.0088, "largest_force_ev_per_a": 9.92}

***

Entry 2:
{"formula": "C6H7NO", "method": "wB97M-V/def2-TZVPD", "symbols": ["H", "H", "C", "C", "H", "O", "H", "C", "C", "H", "C", "H", "H", "N", "C"], "coordinates": [[-3.15, 0.27, 0.19], [2.88, 1.07, -0.13], [0.80, 0.90, -0.38], [0.05, -0.29, -0.22], [-1.85, 1.28, 1.37], [-1.93, -1.51, -0.40], [2.92, -1.65, 0.23], [2.18, 0.47, -0.14], [-2.28, 0.76, 0.32], [-2.01, 1.55, -0.60], [-1.39, -0.42, -0.08], [0.28, -2.11, 0.15], [0.49, 1.83, -0.65], [0.88, -1.30, 0.16], [2.12, -0.86, 0.17]], "mulliken_charge": [0.4335, 0.6913, -0.4992, 0.2699, 0.2864, -0.6269, 0.3431, -0.8404, -1.0619, 0.1968, 0.5292, 0.2880, 0.4958, -0.0327, -0.4728], "homo_ev": -8.707, "orbital_gap_ev": 9.38, "lumo_energy_ha": 0.0247, "largest_force_ev_per_a": 9.70}

***

Entry 3:
{"formula": "C6H7NO", "method": "wB97M-V/def2-TZVPD", "symbols": ["N", "H", "H", "H", "C", "C", "C", "H", "C", "H", "C", "O", "H", "C", "H"], "coordinates": [[-0.63, 0.29, 0.99], [0.49, 1.45, -1.70], [1.69, -1.92, -0.24], [0.06, 3.46, 0.55], [-0.12, 0.20, -0.31], [-0.21, -1.11, -1.02], [0.19, 1.53, -0.72], [0.15, -2.60, 0.59], [-0.05, 2.37, 0.36], [-0.74, -0.46, 1.36], [0.71, -2.22, -0.53], [-0.96, -1.37, -1.88], [0.79, -2.88, -1.29], [-0.43, 1.55, 1.44], [-0.94, 1.70, 2.41]], "mulliken_charge": [0.0248, 0.5034, 0.3295, 0.3399, 0.5009, 0.2943, -0.5336, 0.2128, -0.5885, 0.0438, -1.0181, -0.4626, 0.3686, -0.3601, 0.3451], "homo_ev": -8.407, "orbital_gap_ev": 9.13, "lumo_energy_ha": 0.0265, "largest_force_ev_per_a": 13.84}

***

Entry 4:
{"formula": "C6H7NO", "method": "wB97M-V/def2-TZVPD", "symbols": ["O", "C", "N", "H", "H", "C", "C", "H", "H", "C", "H", "C", "C", "H", "H"], "coordinates": [[-2.60, -0.64, -0.37], [-0.32, -1.15, 0.46], [0.53, -2.21, -0.07], [-1.45, 1.66, -0.85], [0.39, -0.77, -1.57], [0.53, 1.41, -0.01], [-1.53, -0.33, 0.05], [2.50, 0.61, -0.23], [-0.04, -0.83, 1.49], [0.74, -0.85, -0.53], [-1.33, 1.63, 1.00], [1.43, 0.44, -0.23], [-0.99, 1.14, 0.06], [0.91, 2.40, 0.16], [1.23, -2.50, 0.64]], "mulliken_charge": [-0.5460, 0.0901, -0.6296, 0.3057, 0.2840, -0.3489, 0.2921, 0.4176, 0.2576, -0.0333, 0.3106, -0.5772, -0.5052, 0.3827, 0.2998], "homo_ev": -9.168, "orbital_gap_ev": 10.02, "lumo_energy_ha": 0.0313, "largest_force_ev_per_a": 1.72}

***

Entry 5:
{"formula": "C6H7NO", "method": "wB97M-V/def2-TZVPD", "symbols": ["H", "C", "H", "C", "H", "C", "C", "H", "C", "H", "C", "H", "O", "H", "N"], "coordinates": [[1.66, -0.47, 1.83], [-0.15, 0.56, 1.19], [-0.44, 0.94, -2.35], [0.50, -0.66, 1.65], [-0.39, 0.57, 3.44], [-0.33, -0.10, -2.60], [-0.47, 0.02, 2.49], [-0.19, -0.28, -3.63], [0.85, -0.48, -1.90], [0.41, -1.64, 1.18], [-0.27, 1.46, 0.30], [-1.31, -0.68, 2.55], [-0.50, 2.12, -0.62], [-1.20, -0.58, -2.15], [1.83, -0.78, -1.37]], "mulliken_charge": [0.1547, -0.2095, 0.3236, -0.4915, 0.2691, -0.8975, -0.6187, 0.3463, 0.4140, 0.2631, 0.9478, 0.1459, -0.4925, 0.2806, -0.4355], "homo_ev": -8.761, "orbital_gap_ev": 9.56, "lumo_energy_ha": 0.0294, "largest_force_ev_per_a": 5.75}

***

Entry 6:
{"formula": "C6H7NO", "method": "wB97M-V/def2-TZVPD", "symbols": ["H", "N", "C", "C", "C", "C", "H", "H", "H", "H", "C", "C", "O", "H", "H"], "coordinates": [[1.83, -0.22, -1.13], [1.27, 2.13, 1.35], [-1.18, 0.98, 1.06], [0.96, -0.56, -1.70], [-0.08, -1.26, 1.05], [-0.30, 0.02, -1.12], [-1.56, 0.76, 2.06], [-1.73, 1.65, 0.40], [1.06, -0.25, -2.74], [0.48, -2.04, 0.56], [-0.51, -0.15, 0.38], [0.36, 1.44, 1.21], [-1.10, 0.64, -1.78], [-0.42, -1.47, 2.05], [0.93, -1.65, -1.65]], "mulliken_charge": [0.3554, -0.4703, -0.4303, -1.2587, -0.9167, 0.7305, 0.3002, 0.2854, 0.3510, 0.2348, 0.4816, 0.2468, -0.5478, 0.2934, 0.3446], "homo_ev": -9.689, "orbital_gap_ev": 9.71, "lumo_energy_ha": 0.0007, "largest_force_ev_per_a": 4.69}

***

Entry 7:
{"formula": "C6H7NO", "method": "wB97M-V/def2-TZVPD", "symbols": ["H", "C", "C", "O", "H", "H", "C", "C", "H", "H", "N", "H", "C", "C", "H"], "coordinates": [[-2.08, 1.19, 1.20], [1.42, 0.66, -0.81], [2.58, 0.52, 0.24], [1.02, -1.67, -0.24], [-1.57, -2.12, 0.25], [-2.77, -0.82, 0.05], [0.70, -0.47, -0.14], [-1.04, 0.93, 1.02], [-0.31, 1.67, 1.31], [-1.71, -1.25, -1.28], [3.59, 0.63, 0.81], [0.97, 1.64, -0.66], [-1.76, -1.14, -0.19], [-0.74, -0.15, 0.29], [1.69, 0.41, -1.84]], "mulliken_charge": [0.2674, -0.3193, 0.2167, -0.5447, 0.2764, 0.3821, 0.3253, -1.0359, 0.3144, 0.2983, -0.4357, 0.3021, -1.1794, 0.8557, 0.2764], "homo_ev": -10.325, "orbital_gap_ev": 10.21, "lumo_energy_ha": -0.0044, "largest_force_ev_per_a": 5.09}

***

Entry 8:
{"formula": "C6H7NO", "method": "wB97M-V/def2-TZVPD", "symbols": ["H", "C", "C", "N", "H", "C", "H", "C", "H", "H", "O", "H", "C", "H", "C"], "coordinates": [[1.85, -2.66, -0.17], [-1.46, -0.43, -0.81], [1.58, -1.66, -0.47], [1.26, 1.20, -0.94], [-2.07, 2.06, 1.42], [-2.21, 1.13, 0.88], [2.04, -1.24, -1.35], [0.83, -0.89, 0.33], [1.01, 1.10, 1.12], [2.25, 1.45, -0.82], [-1.97, -0.92, -1.72], [-3.21, 0.71, 0.97], [-1.30, 0.66, 0.03], [0.73, -1.21, 1.37], [0.68, 0.69, 0.15]], "mulliken_charge": [0.2910, 0.4712, -0.7297, -0.7960, 0.2964, -0.7532, 0.3383, -0.3544, 0.4245, 0.2296, -0.2916, 0.2823, 0.1709, 0.3451, 0.0757], "homo_ev": [-6.813, -7.534], "orbital_gap_ev": [5.30, 6.25], "lumo_energy_ha": [-0.0556, -0.0472], "largest_force_ev_per_a": 3.85}

***

Calculated energy above the lowest of the compared OMol25 structures with the same formula, charge and spin (kJ/mol), listed in the same order as above: 727.9; 210.2; 256.5; 305.1; 288.0; 205.3; 175.7; 651.8